Computed, not measured: a cluster of 15 separate species, C23H76O19 in total in a non-equilibrium geometry, with ωB97M-V/def2-TZVPD.

Atoms and positions in Å:
C 2.88987 1.13115 2.12896
C 4.30600 0.94279 1.64278
O 4.85940 2.10323 0.98044
O 2.73429 2.17814 3.07660
H 2.50546 0.25278 2.64740
H 2.30628 1.38420 1.24380
H 4.30657 0.06768 0.99295
H 4.93573 0.73092 2.50687
H 5.72427 1.83675 0.66014
H 2.19712 2.83034 2.62087
C 0.74745 3.37797 -4.63218
C 1.43326 2.05373 -4.13077
O 0.98565 1.71199 -2.83377
O 1.19326 3.56652 -5.95804
H 1.00820 4.19674 -3.96157
H -0.33492 3.31432 -4.52035
H 2.51251 2.20147 -4.09210
H 1.18495 1.18934 -4.74662
H 1.39240 2.35240 -2.24553
H 0.63528 3.09891 -6.58382
C -0.53889 -0.44762 1.06489
C -0.24678 0.65688 0.04081
O -0.87678 0.51176 -1.25610
O -0.33522 -1.77609 0.53535
H -1.59625 -0.52037 1.31944
H 0.04300 -0.26790 1.96889
H 0.83378 0.73939 -0.07610
H -0.66477 1.58506 0.43050
H -0.35530 0.99228 -1.90323
H 0.60553 -1.95608 0.47053
C -0.43463 -0.13674 4.82626
C -1.73062 0.54037 4.41770
O -1.49309 1.78054 3.68365
O 0.14116 0.52250 5.98495
H 0.30472 0.06844 4.05207
H -0.54879 -1.19528 5.05982
H -2.34395 0.78180 5.28582
H -2.29174 -0.13235 3.76909
H -0.99401 2.37922 4.24410
H 0.77659 -0.05370 6.41602
C -2.92901 1.34178 -4.65859
O -4.13743 0.60417 -4.91505
H -2.12597 1.33931 -5.39563
H -3.16630 2.38766 -4.46385
H -2.54844 0.95478 -3.71334
H -4.61954 0.63757 -4.08556
C 3.13064 3.77210 -1.30907
O 1.84916 3.39165 -0.97655
H 3.15835 4.76054 -1.76769
H 3.67975 3.91478 -0.37836
H 3.68667 3.07053 -1.93096
H 1.59905 3.82225 -0.15580
C -0.21535 -1.85767 -4.02754
O -0.68808 -3.17365 -3.78195
H 0.42764 -1.52197 -3.21393
H 0.43224 -1.73080 -4.89509
H -0.99104 -1.09571 -4.10389
H -1.38949 -3.16956 -3.12651
C -0.00894 4.57736 1.28522
O 1.22184 4.13263 1.77829
H -0.30602 4.25168 0.28833
H -0.73915 4.08117 1.92451
H -0.10516 5.66303 1.29748
H 1.38489 4.58298 2.61027
C 3.93774 0.00856 -1.68625
O 4.08785 -1.43553 -1.63224
H 3.71306 0.35329 -2.69560
H 3.14420 0.39082 -1.04417
H 4.82063 0.55816 -1.35984
H 4.65605 -1.75459 -2.33718
C -4.15269 -1.87831 2.84795
O -4.04449 -3.18248 2.36982
H -3.52595 -1.22809 2.23761
H -5.16113 -1.51901 2.64290
H -3.89692 -1.75469 3.90028
H -3.10376 -3.37259 2.34794
C -4.03614 2.14242 1.18614
O -3.25327 3.08206 1.91796
H -4.45760 1.34670 1.80038
H -4.98068 2.61422 0.91533
H -3.60702 1.75030 0.26407
H -2.70205 2.56305 2.50819
C -3.61292 -1.50105 -1.87475
O -2.53426 -2.46115 -1.64760
H -3.21399 -0.60140 -2.34334
H -4.41386 -1.92910 -2.47754
H -3.95057 -1.17353 -0.89147
H -1.82062 -1.97715 -1.22564
C -1.89775 3.79637 -1.79906
O -1.82323 4.87154 -2.68476
H -0.89505 3.42957 -1.57963
H -2.43996 4.07184 -0.89451
H -2.52830 2.99460 -2.18334
H -2.65691 5.31166 -2.86606
C 2.19642 -3.17516 2.65789
C 3.15754 -2.75502 1.51824
C 3.74961 -3.96302 0.75377
O 2.48154 -1.92884 0.62246
H 1.79166 -2.31625 3.19318
H 2.77796 -3.74001 3.38648
H 1.33835 -3.71171 2.25302
H 3.95961 -2.22936 2.03638
H 3.92090 -4.77886 1.45602
H 4.72966 -3.79752 0.30631
H 2.99348 -4.37024 0.08255
H 3.03872 -1.88102 -0.15783
C -0.06763 -5.33375 0.37847
C -1.44662 -5.01841 0.95860
C -2.00272 -6.19521 1.79523
O -1.47485 -3.81801 1.74232
H 0.63040 -5.68776 1.13712
H 0.31061 -4.45922 -0.15089
H -0.27700 -5.98145 -0.47285
H -2.12936 -4.95846 0.11103
H -3.06083 -6.05949 2.01903
H -1.55257 -6.35266 2.77537
H -2.01709 -7.16890 1.30552
H -1.07601 -3.16617 1.16126

The calculation puts the orbital gap at 9.66 eV. The HOMO energy comes out at -9.4747 eV. The calculation puts the relative energy (zero: lowest compared OMol25 entry of this formula, charge and spin) at 0.7006 eV.

Atomic partial charges in e from the Löwdin method, atoms 1 to 2:
1. C -0.2309
2. C -0.2217

Computed, not measured: a structure of composition C23H8Cl64I2O6P2 in a non-equilibrium geometry, with ωB97M-V/def2-TZVPD.

Atoms and positions in Å:
C 2.19986 5.50727 0.09121
C 1.05720 4.74283 0.99912
I -0.89514 5.46726 0.19432
C 1.02451 3.11337 0.82924
I -0.42786 2.24754 2.24699
C 2.45374 2.35300 1.07819
C 3.46315 1.93607 0.06226
P 3.15832 2.35000 -1.79184
P 2.18146 0.57214 -2.67826
O 2.66055 -0.77760 -2.00940
O 0.44421 0.72074 -2.43046
O 2.50865 0.62241 -4.38855
C 4.70048 1.16166 0.81559
O 5.95671 0.89122 0.40078
O 4.11897 0.72596 2.12871
C 3.16793 1.79870 2.47325
O 2.87019 2.34876 3.68163
H 2.13430 5.16540 -1.03403
H 1.96688 6.67785 0.07533
H 3.27195 5.29387 0.55813
H 1.04535 5.10652 2.13644
H 0.66047 2.85427 -0.25555
H 4.44442 2.54962 -2.46412
H 0.24433 1.65803 -2.75882
H 1.82012 -0.01235 -4.78939
C -4.82485 6.79605 1.87029
Cl -6.25128 7.84072 2.09012
Cl -5.01492 5.31804 2.84710
Cl -4.67051 6.35579 0.15079
Cl -3.36269 7.66958 2.39325
C 4.12680 -3.08331 2.28196
Cl 2.68591 -3.47211 3.25512
Cl 5.07916 -1.82403 3.10781
Cl 5.12275 -4.54733 2.08442
Cl 3.61940 -2.48963 0.68054
C 2.87881 4.41865 -5.76083
Cl 2.10675 6.02096 -5.86518
Cl 2.31824 3.40020 -7.11113
Cl 4.64834 4.60498 -5.85226
Cl 2.44182 3.64838 -4.21481
C 0.18557 -3.69832 -1.52448
Cl -0.08916 -2.54755 -0.19232
Cl -1.36667 -4.42567 -2.01061
Cl 0.89997 -2.84010 -2.91279
Cl 1.29802 -4.98004 -0.98218
C 2.37038 8.76596 -2.34211
Cl 3.49995 9.10131 -1.00569
Cl 0.76285 9.42057 -1.93945
Cl 2.96890 9.53622 -3.83301
Cl 2.24971 7.00575 -2.59020
C 9.17649 -5.31694 1.17562
Cl 9.30240 -5.10764 -0.58924
Cl 10.80483 -5.26705 1.89730
Cl 8.18319 -4.00561 1.85979
Cl 8.41565 -6.88751 1.53465
C -1.58314 0.28100 6.33669
Cl -0.36812 -1.02172 6.30409
Cl -1.04940 1.56315 7.45294
Cl -1.77104 0.95893 4.69980
Cl -3.14395 -0.37633 6.89007
C -6.66477 -1.61024 5.72830
Cl -8.39907 -1.91713 5.45925
Cl -5.71885 -3.00889 5.15926
Cl -6.17255 -0.15414 4.82729
Cl -6.36856 -1.36092 7.46743
C -4.78938 -6.75202 -3.05534
Cl -4.77570 -7.95267 -1.73904
Cl -3.74628 -7.31655 -4.38502
Cl -6.45485 -6.54563 -3.65361
Cl -4.18057 -5.19326 -2.44373
C -4.88350 -11.66244 0.61700
Cl -4.83009 -13.35271 1.17781
Cl -5.04526 -10.57602 2.01998
Cl -3.38062 -11.27999 -0.26016
Cl -6.27809 -11.44097 -0.46951
C -11.92330 -1.48524 7.11539
Cl -11.79739 -1.27594 5.35053
Cl -10.29496 -1.43534 7.83707
Cl -12.91660 -0.17391 7.79956
Cl -12.68414 -3.05581 7.47442
C -1.06169 -4.47199 4.56251
Cl 0.06787 -4.13664 5.89893
Cl -2.66922 -3.81738 4.96517
Cl -0.46317 -3.70173 3.07161
Cl -1.18236 -6.23220 4.31442
C -1.43119 3.11767 -9.22669
Cl -2.87208 2.72887 -8.25353
Cl -0.47883 4.37695 -8.40084
Cl -0.43524 1.65365 -9.42423
Cl -1.93859 3.71135 -10.82811
C 1.01575 12.02141 -6.41649
Cl 0.24368 13.62372 -6.52084
Cl 0.45518 11.00296 -7.76679
Cl 2.78528 12.20774 -6.50792
Cl 0.57876 11.25114 -4.87047
C 7.43784 1.98255 -3.46850
Cl 7.16312 3.13332 -2.13635
Cl 5.88560 1.25520 -3.95463
Cl 8.15224 2.84078 -4.85681
Cl 8.55029 0.70083 -2.92620
C -1.27589 -12.31765 3.47242
Cl -2.04796 -10.71534 3.36808
Cl -1.83646 -13.33611 2.12212
Cl 0.49364 -12.13132 3.38099
Cl -1.71288 -13.08792 5.01844

The calculation puts the orbital gap at 7.43 eV. The HOMO energy comes out at -9.4540 eV.

Atomic partial charges in e from the Löwdin method, atoms 1 to 2:
1. C -0.2522
2. C -0.7301

Computed, not measured: a structure of composition C24H10CaCl5N3O4 in a non-equilibrium geometry, with ωB97M-V/def2-TZVPD.

Atoms and positions in Å:
Ca -1.95553 1.26684 0.14392
N 7.27696 -3.64046 2.28760
C 6.29266 -3.09513 2.05363
C 5.04214 -2.40178 1.75074
C 4.73143 -1.22129 2.41149
C 3.54488 -0.56391 2.11709
C 2.66986 -1.08395 1.16952
C 2.99100 -2.27230 0.52261
C 4.17792 -2.93387 0.80482
C 1.37132 -0.40005 0.84564
C 0.24125 -1.08585 1.30343
C 0.22794 -2.27871 2.09636
C -1.08773 -2.54703 2.37829
C -1.83972 -1.50977 1.75107
N -1.06689 -0.65037 1.11674
C 1.48196 0.80846 0.15634
C 2.69976 1.43222 -0.27115
C 2.34697 2.62524 -0.84684
C 0.92132 2.67020 -0.79059
N 0.39718 1.60510 -0.22350
H 5.41202 -0.82344 3.15249
H 3.28532 0.35497 2.62645
H 2.30078 -2.67326 -0.20800
H 4.42808 -3.85482 0.29467
H 1.08748 -2.84149 2.42594
H -1.48564 -3.36209 2.96371
H -2.91447 -1.37068 1.75570
H 3.69820 1.04115 -0.15515
H 2.99674 3.37415 -1.27404
H 0.27907 3.45938 -1.16118
O -3.14157 2.92826 3.49022
C -3.05829 2.75117 2.28275
O -1.99175 2.93294 1.54310
C -4.27840 2.19365 1.48595
O -5.33620 2.80571 1.48549
O -4.00574 1.09009 0.83295
Cl -3.35711 -1.57959 -1.44478
C -3.31575 -0.26076 -2.64778
C -2.74304 0.93999 -2.27976
C -2.78051 1.89618 -3.26937
Cl -2.11323 3.51957 -2.90071
C -3.30920 1.71531 -4.54513
Cl -3.29513 2.97856 -5.74572
C -3.86044 0.47714 -4.86176
Cl -4.52442 0.19065 -6.44439
C -3.87067 -0.52691 -3.89654
Cl -4.57080 -2.07939 -4.28232

The calculation puts the orbital gap at 6.01 eV. The HOMO energy comes out at -2.2460 eV. The charge is -2.

Atomic partial charges in e from the natural (NBO) method, atoms 1 to 2:
1. Ca 1.7452
2. N -0.3638

Computed, not measured: a structure of composition C24H13ClF6I2N3O6RuSe3Te in a non-equilibrium geometry, with ωB97M-V/def2-TZVPD.

Atoms and positions in Å:
Ru -2.47365 0.06146 -2.15227
O 0.17042 -2.37443 7.46108
C 0.77268 -1.23883 7.23621
O 1.51603 -0.72973 8.02523
C 0.54691 -0.57955 5.85638
C 0.97602 0.65739 5.51405
Cl 1.86212 1.72440 6.48198
N 0.58751 0.88755 4.25747
N -0.08982 -0.14196 3.75459
C -0.09619 -1.04510 4.71392
C -0.64302 -2.39326 4.34254
O -0.45144 -3.30314 5.24834
O -1.17858 -2.50511 3.22818
C 0.94682 1.99105 3.37659
C 2.29668 2.23346 3.21832
C 2.68744 3.12667 2.13335
C 1.69226 3.57067 1.26760
C 0.38554 3.34226 1.51638
C -0.01775 2.60011 2.55318
H 0.03868 -2.86323 6.47515
H 2.98507 1.74580 3.87025
H 3.71373 3.18978 1.88628
H 2.00123 4.08876 0.40807
H -0.35137 3.88784 0.94488
H -1.04558 2.50299 2.89506
Se -3.13233 2.36434 -1.18793
Se -1.63020 3.87969 -1.90972
Te -5.71674 -0.43757 -2.42067
Se -4.19893 -1.08902 -0.65912
I 0.85977 2.57020 -5.32050
C 1.14132 1.61803 -3.51309
C 2.50234 1.67764 -3.08705
C 2.84250 1.08805 -1.92620
I 4.79010 1.26377 -1.28098
C 1.94694 0.45163 -1.09206
C 2.23690 -0.17729 0.15292
C 1.28054 -0.93516 0.78997
C -0.03569 -0.93712 0.28273
N -0.38057 -0.30950 -0.81392
C 0.58377 0.41054 -1.51102
C 0.18099 0.99670 -2.78934
O -1.03839 0.85011 -3.16789
H 3.34242 2.11373 -3.68458
H 3.21249 0.11152 0.61878
H 1.48126 -1.49578 1.71549
H -0.80784 -1.47227 0.84760
C -2.41619 -0.96264 -5.23031
C -1.90460 -2.02036 -4.20967
O -2.01508 -1.61927 -2.92633
C -0.43620 -2.36926 -4.51894
F 0.36952 -1.31149 -4.40927
F -0.31948 -2.84052 -5.79186
F -0.02542 -3.27154 -3.67238
C -2.76666 -3.31663 -4.33287
F -4.07215 -2.96746 -4.38497
F -2.52762 -3.99733 -5.49084
F -2.59175 -4.16637 -3.29778
H -1.76342 -0.11605 -5.25103
H -3.36575 -0.62664 -4.85170
H -2.45759 -1.39252 -6.18828

The calculation puts the orbital gap (spin up / spin down) at 6.27 / 5.57 eV. The spin multiplicity is 6. The HOMO energy (spin up / spin down) comes out at -3.0454 / -3.0123 eV. The calculation puts the relative energy (zero: lowest compared OMol25 entry of this formula, charge and spin) at 0.4324 eV. The charge is -2.

Atomic partial charges in e from the natural (NBO) method, atoms 1 to 2:
1. Ru 1.0751
2. O -0.7189

no.,molecular weight (u),calculated total energy (Eh)
1,656.8,-2351.21758
2,2965.1,-32062.63031
3,621.7,-4364.59993
4,1308.2,-10760.24925